C34H49BrHgN8O6S2SbSi3 | ωB97M-V/def2-TZVPD

Charge = -2
E_HOMO (spin up / spin down) = -0.6 / -2.7 eV
2S+1 = 2
Expectation value of S² = 0.7738
Relative energy (zero: lowest compared OMol25 entry of this formula, charge and spin) = 0.0 kJ/mol

Positions of all 105 atoms, in Å:
Hg  -0.415  0.024  0.300
Br  -0.958  -5.021  -1.997
C  -1.749  -3.389  -2.646
C  -1.445  -3.015  -3.941
C  -2.019  -1.834  -4.388
C  -2.855  -1.131  -3.541
C  -3.077  -1.605  -2.249
N  -2.515  -2.739  -1.809
C  -4.000  -0.815  -1.322
O  -5.201  -0.833  -1.635
O  -3.434  -0.181  -0.397
H  -0.777  -3.604  -4.552
H  -1.811  -1.470  -5.388
H  -3.351  -0.227  -3.864
O  1.127  1.144  4.588
S  1.513  -0.239  3.848
O  2.625  -0.773  4.618
O  1.875  0.208  2.510
O  0.314  -1.051  3.913
S  3.518  2.475  -6.410
N  4.115  2.087  -4.902
C  3.030  1.921  -4.123
C  3.064  1.597  -2.726
C  4.263  1.470  -1.995
C  4.215  1.150  -0.664
C  2.964  0.928  -0.054
N  1.832  1.045  -0.712
C  1.856  1.391  -2.021
C  0.591  1.581  -2.705
N  -0.524  1.450  -1.962
C  -1.686  1.777  -2.468
C  -1.823  2.224  -3.798
C  -0.705  2.301  -4.592
C  0.559  1.990  -4.051
C  1.790  2.116  -4.784
N  1.883  2.443  -6.078
H  5.200  1.636  -2.512
H  5.119  1.060  -0.075
H  2.883  0.654  0.994
H  -2.543  1.641  -1.819
H  -2.805  2.477  -4.176
H  -0.758  2.624  -5.624
C  -4.806  2.549  -0.887
Si  -4.203  2.142  0.854
C  -5.480  0.988  1.629
C  -4.541  3.799  1.754
Sb  -1.967  1.439  1.955
Si  -0.643  3.639  1.710
C  -1.397  5.052  2.724
C  -0.551  4.281  -0.059
C  1.128  3.501  2.327
Si  0.804  1.255  6.221
C  2.401  1.650  7.111
C  -0.372  2.696  6.384
C  0.062  -0.298  6.926
H  -5.818  2.949  -0.758
H  -4.868  1.660  -1.514
H  -4.206  3.315  -1.385
H  -6.445  1.500  1.707
H  -5.173  0.678  2.630
H  -5.599  0.096  1.013
H  -5.623  3.951  1.840
H  -4.128  4.649  1.204
H  -4.119  3.822  2.762
H  -2.353  5.394  2.327
H  -0.696  5.894  2.705
H  -1.552  4.767  3.768
H  -1.545  4.419  -0.494
H  -0.009  3.580  -0.696
H  -0.027  5.243  -0.076
H  1.171  3.608  3.413
H  1.724  4.298  1.868
H  1.579  2.538  2.086
H  2.819  2.601  6.771
H  3.132  0.864  6.912
H  2.237  1.714  8.191
H  -0.046  3.525  5.752
H  -0.413  3.052  7.418
H  -1.379  2.417  6.069
H  0.742  -1.137  6.769
H  -0.878  -0.541  6.428
H  -0.116  -0.174  7.999
C  3.099  -2.510  -3.236
C  1.729  -1.961  -3.577
N  0.957  -1.766  -2.367
C  1.200  -2.348  -1.162
N  0.426  -2.040  -0.162
C  0.510  -2.854  1.051
C  1.940  -3.277  1.323
C  2.441  -4.036  0.109
N  2.208  -3.267  -1.104
C  2.892  -3.696  -2.309
H  3.689  -1.747  -2.725
H  3.624  -2.810  -4.144
H  1.214  -2.678  -4.230
H  1.791  -1.015  -4.116
H  0.390  -0.934  -2.305
H  -0.129  -3.737  0.929
H  0.117  -2.282  1.887
H  1.994  -3.913  2.207
H  2.549  -2.388  1.508
H  1.923  -5.003  0.041
H  3.513  -4.241  0.172
H  2.319  -4.481  -2.824
H  3.844  -4.133  -2.004

Forces on atoms 1 to 3 (eV/Å):
Hg -0.288 0.310 0.194
Br 0.023 0.021 0.028
C -0.037 0.012 0.011

***

C12H10CoN3OS3Sb | ωB97M-V/def2-TZVPD

E_HOMO (spin up / spin down) = -7.9 / -8.4 eV
2S+1 = 2
Expectation value of S² = 0.8494

Positions of all 31 atoms, in Å:
Co  -0.522  0.121  -0.029
O  3.218  -0.138  1.265
C  2.013  -0.050  1.116
N  1.331  0.020  -0.045
C  2.049  -0.071  -1.288
C  1.026  0.005  -2.380
C  1.343  -0.044  -3.731
C  0.328  0.011  -4.663
C  -0.987  0.110  -4.227
C  -1.234  0.157  -2.874
N  -0.247  0.112  -1.966
C  1.051  0.019  2.274
C  1.460  -0.039  3.587
C  0.495  0.023  4.581
C  -0.835  0.145  4.218
C  -1.166  0.202  2.874
N  -0.239  0.136  1.919
H  2.611  -1.009  -1.364
H  2.785  0.733  -1.393
H  2.379  -0.128  -4.030
H  0.556  -0.027  -5.720
H  -1.811  0.151  -4.925
H  -2.232  0.245  -2.475
H  2.517  -0.134  3.791
H  0.777  -0.024  5.624
H  -1.622  0.197  4.956
H  -2.193  0.307  2.560
S  -4.864  -0.488  2.179
Sb  -3.824  -0.352  0.199
S  -1.849  -1.664  -0.014
S  -2.312  1.475  -0.019

Forces on atoms 1 to 3 (eV/Å):
Co 0.115 0.189 0.012
O -0.030 -0.021 -0.030
C 0.014 0.056 0.142

***

C7H6N2OS2 | ωB97M-V/def2-TZVPD

E_HOMO = -8.0 eV
Relative energy (zero: lowest compared OMol25 entry of this formula, charge and spin) = 176.2 kJ/mol

Positions of all 18 atoms, in Å:
C  -1.930  4.095  -0.293
C  2.020  -1.618  0.588
C  0.987  -1.925  -0.282
C  0.512  -0.093  0.912
C  -1.454  3.378  0.820
C  -1.024  2.112  0.577
C  0.656  -2.974  -1.219
N  -2.202  4.640  -1.271
N  0.008  -0.948  0.047
O  1.708  -0.542  1.281
S  -0.038  1.270  1.797
S  -1.528  -0.988  -0.612
H  3.002  -1.971  0.993
H  -1.257  3.818  1.787
H  -1.112  1.466  -0.355
H  1.418  -3.702  -1.462
H  0.547  -2.660  -2.288
H  -0.314  -3.359  -1.021

Forces on atoms 1 to 3 (eV/Å):
C -0.416 0.716 -0.762
C 0.608 -1.917 -0.811
C 1.555 1.197 2.201

***

C6H34ClFN2O12S | ωB97M-V/def2-TZVPD

SMILES = CCCNN(C[C@H](C)Cl)S(=O)(=O)F.O.O.O.O.O.O.O.O.O.O
E_HOMO = -9.2 eV

Positions of all 57 atoms, in Å:
C  3.812  -1.904  -0.066
C  3.061  -2.732  -1.146
C  1.641  -3.021  -0.721
N  0.824  -1.830  -0.998
N  -0.405  -1.903  -0.313
C  -0.687  -0.833  0.662
C  -1.196  0.517  0.140
C  -0.621  0.998  -1.175
Cl  -0.753  1.719  1.425
S  -1.639  -2.303  -1.396
O  -1.395  -1.837  -2.700
O  -1.871  -3.699  -1.288
F  -2.914  -1.607  -0.827
H  4.480  -2.571  0.454
H  3.084  -1.474  0.615
H  4.346  -1.095  -0.554
H  3.606  -3.650  -1.325
H  3.007  -2.141  -2.057
H  1.602  -3.281  0.338
H  1.208  -3.848  -1.274
H  1.317  -1.007  -0.669
H  -1.431  -1.223  1.351
H  0.221  -0.689  1.234
H  -2.272  0.574  0.105
H  -0.756  2.071  -1.257
H  0.416  0.727  -1.324
H  -1.181  0.566  -1.999
O  -1.145  4.134  -1.484
H  -0.290  4.437  -1.167
H  -1.761  4.834  -1.216
O  2.316  -0.503  2.696
H  3.171  -0.195  3.031
H  1.690  0.165  3.000
O  2.420  2.364  0.424
H  1.800  2.958  0.859
H  2.434  1.587  0.996
O  -4.664  -5.107  -0.676
H  -4.192  -5.847  -1.070
H  -4.024  -4.388  -0.720
O  -4.296  1.659  0.086
H  -5.016  1.797  0.710
H  -4.722  1.234  -0.666
O  3.852  -4.038  2.051
H  3.262  -3.404  2.477
H  3.868  -4.793  2.647
O  -3.063  6.373  -1.525
H  -3.348  6.058  -2.389
H  -2.655  7.229  -1.693
O  5.002  0.043  4.053
H  5.512  0.836  4.245
H  5.658  -0.618  3.806
O  -0.321  7.390  -1.492
H  0.391  7.280  -0.854
H  0.128  7.480  -2.339
O  -6.006  -0.824  0.437
H  -6.265  -1.721  0.674
H  -5.241  -0.946  -0.135

Forces on atoms 1 to 3 (eV/Å):
C -0.512 -0.280 -1.030
C 0.162 0.667 0.530
C -0.234 -0.162 -0.003

***

C25H40N8O2RuS | ωB97M-V/def2-TZVPD

Charge = +3
E_HOMO (spin up / spin down) = -17.4 / -17.4 eV
2S+1 = 6
Expectation value of S² = 8.7606
Relative energy (zero: lowest compared OMol25 entry of this formula, charge and spin) = 41.9 kJ/mol

Positions of all 77 atoms, in Å:
Ru  -0.051  0.021  -0.191
N  -0.689  -0.051  2.188
C  -1.241  -1.401  2.364
C  -2.431  -1.590  1.422
N  -2.069  -1.369  0.010
C  -1.971  -2.587  -0.804
C  -0.531  -3.089  -0.849
N  0.287  -2.051  -1.496
H  0.095  0.082  2.826
H  -1.394  0.638  2.453
H  -1.586  -1.571  3.392
H  -0.444  -2.121  2.153
H  -3.209  -0.876  1.704
H  -2.839  -2.596  1.560
H  -2.755  -0.749  -0.417
H  -2.285  -2.353  -1.825
H  -2.631  -3.374  -0.428
H  -0.493  -4.041  -1.390
H  -0.147  -3.259  0.160
H  -0.054  -1.910  -2.453
H  1.255  -2.365  -1.559
O  1.684  5.846  -4.320
N  0.504  5.888  -4.084
O  -0.281  6.724  -4.420
C  -0.033  4.794  -3.240
C  -1.198  5.039  -2.584
C  -1.742  4.098  -1.663
C  -2.938  4.322  -0.957
C  -3.356  3.381  -0.045
C  -2.573  2.244  0.163
N  -1.459  1.994  -0.504
C  -1.041  2.894  -1.418
C  0.150  2.603  -2.172
N  0.734  1.406  -1.977
C  1.787  1.070  -2.699
C  2.348  1.921  -3.647
C  1.802  3.171  -3.838
C  0.666  3.550  -3.099
H  -1.713  5.977  -2.751
H  -3.512  5.220  -1.132
H  -4.270  3.511  0.515
H  -2.878  1.522  0.910
H  2.204  0.086  -2.520
H  3.196  1.601  -4.231
H  2.244  3.853  -4.551
C  6.037  -4.634  -0.996
C  6.045  -3.750  0.237
C  4.677  -3.541  0.884
C  3.631  -2.899  -0.041
N  4.065  -1.602  -0.524
C  3.613  -0.405  -0.155
S  2.224  -0.267  0.867
N  4.247  0.677  -0.588
C  4.039  2.043  -0.162
C  5.122  2.491  0.832
C  6.512  2.635  0.213
C  7.234  1.329  -0.088
H  7.054  -4.845  -1.319
H  5.526  -4.167  -1.841
H  5.540  -5.582  -0.794
H  6.535  -2.797  0.016
H  6.681  -4.232  0.988
H  4.789  -2.927  1.778
H  4.283  -4.509  1.193
H  2.688  -2.785  0.498
H  3.480  -3.542  -0.912
H  4.935  -1.643  -1.046
H  5.125  0.552  -1.085
H  3.048  2.130  0.296
H  4.074  2.676  -1.052
H  5.161  1.778  1.658
H  4.820  3.459  1.234
H  7.119  3.193  0.935
H  6.476  3.262  -0.679
H  6.992  0.567  0.651
H  8.312  1.492  -0.065
H  7.027  0.952  -1.093

Forces on atoms 1 to 3 (eV/Å):
Ru 0.274 0.058 -0.359
N 0.206 0.275 -0.483
C -0.434 -0.496 0.026

***

C23H31NO6Se2Te2Zr | ωB97M-V/def2-TZVPD

E_HOMO = -7.3 eV
Relative energy (zero: lowest compared OMol25 entry of this formula, charge and spin) = 26.7 kJ/mol

Positions of all 66 atoms, in Å:
Zr  0.387  -0.176  0.425
O  -3.351  0.665  -2.057
C  -2.427  0.314  -1.178
O  -1.238  0.474  -1.371
C  -2.938  -0.307  0.066
C  -4.251  -0.645  0.335
C  -4.518  -1.292  1.537
C  -3.481  -1.581  2.410
C  -2.199  -1.187  2.058
N  -1.955  -0.563  0.920
C  -0.949  -1.433  2.885
O  -0.998  -2.095  3.889
O  0.094  -0.836  2.379
H  -2.905  1.047  -2.830
H  -5.032  -0.418  -0.376
H  -5.532  -1.577  1.781
H  -3.631  -2.099  3.347
Se  2.811  0.462  1.350
Te  3.461  -1.978  1.530
Te  2.229  -2.406  -0.843
Se  -0.183  -2.782  -0.316
C  2.534  5.071  -0.397
C  1.468  3.981  -0.377
C  0.727  3.937  -1.717
C  0.478  4.114  0.758
C  0.207  5.347  1.337
C  -0.694  5.472  2.382
C  -1.321  4.340  2.870
C  -1.079  3.086  2.324
C  -1.765  1.866  2.901
C  -3.285  1.950  2.748
C  -1.363  1.626  4.357
C  -0.190  2.975  1.246
O  0.040  1.768  0.679
H  3.292  4.832  -1.145
H  3.026  5.159  0.573
H  2.115  6.044  -0.660
H  1.982  3.029  -0.230
H  0.160  4.861  -1.856
H  0.031  3.099  -1.751
H  1.428  3.841  -2.549
H  0.721  6.228  0.974
H  -0.890  6.441  2.823
H  -2.009  4.425  3.703
H  -1.413  1.011  2.333
H  -3.692  2.787  3.320
H  -3.761  1.037  3.114
H  -3.567  2.096  1.702
H  -1.676  2.453  4.997
H  -0.281  1.516  4.440
H  -1.825  0.711  4.734
C  -0.547  -2.219  -4.117
C  0.154  -0.944  -4.524
O  1.016  -0.524  -3.485
C  1.788  0.598  -3.870
C  2.556  1.100  -2.672
H  -1.230  -2.543  -4.903
H  -1.104  -2.075  -3.192
H  0.179  -3.012  -3.937
H  -0.574  -0.144  -4.735
H  0.734  -1.100  -5.442
H  1.129  1.385  -4.263
H  2.472  0.310  -4.679
H  1.871  1.390  -1.868
H  3.134  1.988  -2.936
H  3.243  0.345  -2.296

Forces on atoms 1 to 3 (eV/Å):
Zr -0.257 -0.014 0.804
O -0.037 0.009 -0.001
C 0.009 0.058 -0.095

***

C22H56N7OPdSi4 | ωB97M-V/def2-TZVPD

Charge = +3
E_HOMO (spin up / spin down) = -15.3 / -16.5 eV
2S+1 = 5
Expectation value of S² = 6.0119
Relative energy (zero: lowest compared OMol25 entry of this formula, charge and spin) = 0.0 kJ/mol

Positions of all 91 atoms, in Å:
Pd  -0.700  -0.042  -1.372
N  -1.243  -2.148  -1.884
C  -1.407  -2.330  -3.349
C  -0.319  -1.543  -4.076
N  -0.284  -0.121  -3.691
C  -1.252  0.734  -4.401
C  -2.578  0.841  -3.661
N  -2.307  1.287  -2.275
H  -1.953  -2.630  -1.345
H  -0.344  -2.536  -1.607
H  -1.320  -3.384  -3.617
H  -2.406  -2.018  -3.642
H  0.646  -1.982  -3.820
H  -0.445  -1.649  -5.156
H  0.656  0.242  -3.812
H  -0.820  1.734  -4.486
H  -1.422  0.378  -5.418
H  -3.237  1.533  -4.185
H  -3.093  -0.116  -3.611
H  -1.914  2.226  -2.309
H  -3.156  1.370  -1.726
C  5.865  -1.417  -2.703
N  4.492  -0.996  -2.452
C  3.534  -1.779  -1.695
C  2.303  -0.890  -1.801
O  1.219  -1.205  -1.255
N  2.546  0.175  -2.551
C  3.856  0.077  -2.922
N  4.405  0.999  -3.694
H  6.293  -1.810  -1.784
H  6.474  -0.571  -3.009
H  5.907  -2.184  -3.474
H  3.838  -1.913  -0.656
H  3.359  -2.765  -2.133
H  3.857  1.807  -3.938
H  5.366  0.966  -3.986
C  4.758  1.956  0.261
C  3.859  1.580  1.448
C  4.329  0.267  2.089
C  3.857  2.702  2.497
C  2.479  1.414  0.944
N  1.395  1.356  0.560
H  5.778  2.099  0.618
H  4.427  2.883  -0.209
H  4.765  1.165  -0.493
H  5.381  0.360  2.363
H  4.228  -0.577  1.404
H  3.765  0.042  2.996
H  4.861  2.800  2.912
H  3.175  2.475  3.318
H  3.576  3.659  2.056
C  -1.637  -3.381  1.461
Si  -0.927  -1.933  2.401
C  0.900  -1.686  2.198
C  -1.542  -1.754  4.146
Si  -1.646  0.082  0.857
Si  -4.144  -0.287  1.017
C  -4.298  -1.417  -0.483
C  -4.724  -1.120  2.572
C  -5.017  1.331  0.684
Si  -1.689  2.069  2.629
C  -3.085  1.835  3.837
C  -1.951  3.339  1.286
C  -0.059  2.257  3.484
H  -1.721  -4.204  2.182
H  -0.971  -3.708  0.662
H  -2.642  -3.219  1.068
H  1.359  -2.616  2.566
H  1.272  -0.858  2.803
H  1.193  -1.541  1.156
H  -0.773  -2.200  4.790
H  -2.476  -2.286  4.325
H  -1.660  -0.718  4.467
H  -4.343  -2.468  -0.188
H  -3.503  -1.284  -1.219
H  -5.246  -1.176  -0.979
H  -4.256  -2.092  2.732
H  -5.797  -1.308  2.429
H  -4.619  -0.515  3.470
H  -4.657  1.922  -0.160
H  -5.071  1.976  1.558
H  -6.047  1.034  0.443
H  -4.071  1.942  3.397
H  -2.977  2.627  4.592
H  -3.033  0.887  4.375
H  -2.953  3.346  0.865
H  -1.205  3.246  0.491
H  -1.779  4.315  1.760
H  0.150  1.480  4.222
H  -0.179  3.201  4.035
H  0.777  2.360  2.800

Forces on atoms 1 to 3 (eV/Å):
Pd 0.031 -0.071 0.011
N 0.066 -0.025 -0.187
C 0.149 0.040 0.071

***

C5H10O2 | ωB97M-V/def2-TZVPD

SMILES = C/C=C/OOCC
E_HOMO = -9.2 eV
Relative energy (zero: lowest compared OMol25 entry of this formula, charge and spin) = 432.9 kJ/mol

Positions of all 17 atoms, in Å:
C  -0.892  -2.417  -2.112
C  -0.125  -1.175  -1.793
C  -0.372  -0.395  -0.749
O  0.396  0.725  -0.529
O  1.207  0.381  0.626
C  1.240  1.513  1.471
C  -0.095  1.816  2.125
H  -1.312  -2.395  -3.122
H  -0.225  -3.286  -2.076
H  -1.705  -2.583  -1.398
H  0.712  -0.903  -2.432
H  -1.158  -0.572  -0.014
H  1.629  2.377  0.916
H  1.989  1.223  2.217
H  -0.476  0.935  2.653
H  0.015  2.635  2.843
H  -0.828  2.121  1.375

Forces on atoms 1 to 3 (eV/Å):
C -0.080 -0.117 -0.049
C -0.005 0.102 0.155
C -0.046 -0.229 -0.167

***

C5H6O | ωB97M-V/def2-TZVPD

SMILES = C=COC1C=C1
E_HOMO = -9.3 eV
Relative energy (zero: lowest compared OMol25 entry of this formula, charge and spin) = 376.8 kJ/mol

Positions of all 12 atoms, in Å:
C  1.511  -0.710  -1.483
C  1.216  -0.529  -0.219
O  0.816  0.699  0.255
C  -0.360  0.414  1.015
C  -1.587  0.184  0.283
C  -1.704  1.213  1.072
H  1.790  -1.709  -1.785
H  1.512  0.174  -2.097
H  1.298  -1.381  0.454
H  -0.052  -0.120  1.913
H  -2.022  -0.274  -0.569
H  -2.418  2.040  1.161

Forces on atoms 1 to 3 (eV/Å):
C 0.217 0.136 0.001
C 0.201 -0.008 -0.045
O -0.273 -0.069 0.383

***

C7H14Cl | ωB97M-V/def2-TZVPD

E_HOMO (spin up / spin down) = -10.5 / -10.5 eV
2S+1 = 2
Expectation value of S² = 0.7522
Relative energy (zero: lowest compared OMol25 entry of this formula, charge and spin) = 0.0 kJ/mol

Positions of all 22 atoms, in Å:
Cl  3.939  0.018  3.047
H  -1.115  0.010  1.321
C  -1.163  0.003  0.218
C  -0.442  -1.280  -0.274
C  1.056  -1.275  0.080
C  1.753  -0.005  -0.446
C  1.059  1.272  0.066
C  -0.438  1.278  -0.290
C  -2.629  0.001  -0.212
H  -0.939  -2.167  0.146
H  -0.570  -1.364  -1.359
H  1.172  -1.330  1.171
H  1.547  -2.175  -0.317
H  2.818  -0.005  -0.166
H  1.734  -0.010  -1.544
H  1.174  1.339  1.156
H  1.553  2.168  -0.339
H  -0.563  1.346  -1.376
H  -0.933  2.172  0.116
H  -2.705  -0.005  -1.302
H  -3.153  -0.883  0.158
H  -3.153  0.891  0.148

Forces on atoms 1 to 3 (eV/Å):
Cl -0.022 0.000 -0.020
H 0.002 -0.003 -0.218
C 0.310 0.000 -0.172